{
  "formula": "C32H40N8",
  "method": "ωB97M-V with the def2-TZVPD basis set",
  "e_tot_ev": -45750.455,
  "smiles": "c1cc[nH]c1.c1cc[nH]c1.c1cc[nH]c1.c1cc[nH]c1.c1cc[nH]c1.c1cc[nH]c1.c1cc[nH]c1.c1cc[nH]c1",
  "lumo_ev": 0.61,
  "homo_ev": -7.9,
  "spin_multiplicity": 1,
  "species": ["C", "C", "C", "N", "C", "H", "H", "H", "H", "H", "C", "C", "C", "N", "C", "H", "H", "H", "H", "H", "C", "C", "C", "N", "C", "H", "H", "H", "H", "H", "C", "C", "C", "N", "C", "H", "H", "H", "H", "H", "C", "C", "C", "N", "C", "H", "H", "H", "H", "H", "C", "C", "C", "N", "C", "H", "H", "H", "H", "H", "C", "C", "C", "N", "C", "H", "H", "H", "H", "H", "C", "C", "C", "N", "C", "H", "H", "H", "H", "H"],
  "positions_angstrom": [[0.179077, -5.475788, -0.290952], [-0.381403, -4.703258, -1.278072], [0.165897, -5.014848, -2.512912], [0.881827, -6.172458, -2.245222], [0.971257, -6.384458, -0.971772], [0.041887, -5.382288, 0.776218], [-1.149063, -3.955458, -1.144272], [-0.020003, -4.586888, -3.486922], [1.430867, -6.731988, -2.882072], [1.691467, -7.118128, -0.640962], [-1.657173, 4.269232, 1.208508], [-1.145593, 4.668422, 2.426338], [-1.397043, 3.605302, 3.355028], [-2.213273, 2.699512, 2.691578], [-2.432313, 3.137562, 1.416948], [-1.513393, 4.845222, 0.306308], [-0.568243, 5.578202, 2.499588], [-1.182343, 3.374512, 4.388008], [-2.529383, 1.797622, 3.018348], [-3.057973, 2.559242, 0.753258], [2.083697, 4.720692, -2.643822], [1.156717, 4.616692, -1.637312], [1.813747, 4.152922, -0.555052], [3.183947, 4.149612, -0.898552], [3.326187, 4.404762, -2.214282], [1.912207, 5.054352, -3.656572], [0.103367, 4.841662, -1.716332], [1.553297, 3.954522, 0.474128], [3.914947, 3.854712, -0.267072], [4.292597, 4.382452, -2.695882], [-0.065583, -1.152318, -0.750922], [-0.012833, -0.280858, -1.829842], [-0.396523, 0.995122, -1.427972], [-0.658823, 0.935512, -0.081542], [-0.438523, -0.381248, 0.361178], [0.233117, -2.187898, -0.819902], [0.384427, -0.604588, -2.780522], [-0.489723, 1.952082, -1.919852], [-1.046293, 1.631032, 0.539918], [-0.596193, -0.578578, 1.411218], [4.751377, -2.557488, -1.508492], [5.092037, -3.837808, -1.071822], [3.953437, -4.545438, -0.981262], [2.923447, -3.760998, -1.358122], [3.355327, -2.504338, -1.721532], [5.344617, -1.656358, -1.459092], [6.075067, -4.216888, -0.834442], [3.739507, -5.575558, -0.737352], [1.962687, -4.052168, -1.247402], [2.571117, -1.835468, -2.044092], [-4.995683, -0.249788, -2.449122], [-5.478503, -1.257928, -1.566352], [-4.466263, -1.441128, -0.658372], [-3.328263, -0.729088, -1.046162], [-3.693323, 0.028232, -2.151722], [-5.614593, 0.169562, -3.228532], [-6.471533, -1.682548, -1.568912], [-4.429963, -2.041548, 0.238618], [-2.386283, -0.824948, -0.694602], [-3.025863, 0.709222, -2.658822], [-3.334953, -0.603988, 2.910128], [-2.752583, -0.246118, 4.179298], [-3.539143, 0.667362, 4.743428], [-4.645823, 0.894462, 3.946368], [-4.479963, 0.202372, 2.785118], [-3.029113, -1.325298, 2.166768], [-1.819143, -0.588978, 4.600628], [-3.447403, 1.137602, 5.711338], [-5.348003, 1.593832, 4.141138], [-5.323963, 0.313162, 2.120458], [3.824827, 2.199912, 1.573918], [4.670547, 1.623402, 0.636128], [3.934767, 0.828552, -0.165342], [2.659827, 0.880322, 0.314258], [2.589857, 1.686642, 1.405288], [4.222377, 2.891722, 2.301758], [5.739457, 1.717712, 0.513958], [4.247157, 0.271452, -1.036232], [1.940537, 0.532762, -0.303742], [1.643557, 1.715682, 1.924978]],
  "forces_ev_per_a": [[0.7, -1.3, 0.8], [-0.9, 2.1, -1.4], [-0.9, -1.1, 0.7], [0.7, 1.1, -3.8], [0.5, -0.9, 3.5], [0.0, -0.2, -0.1], [0.2, 0.2, 0.0], [0.1, -0.4, 0.1], [-0.1, 0.5, -0.2], [-0.3, -0.1, 0.3], [-1.5, -0.1, -0.7], [1.0, -1.7, 2.0], [-0.7, 0.6, -1.3], [0.5, 1.2, -0.2], [0.7, -0.4, -0.6], [-0.4, -0.2, -0.1], [0.1, -0.2, 0.6], [0.3, 0.5, -0.1], [0.0, 0.2, 0.3], [0.0, 0.1, -0.1], [0.5, 0.9, -3.5], [-1.7, -0.3, 0.5], [2.4, 0.5, 1.2], [-1.1, -1.1, 1.4], [0.4, 0.3, 0.6], [-0.3, -0.1, 0.0], [0.0, -0.1, 0.0], [-0.2, 0.0, -0.2], [-0.2, -0.2, -0.1], [-0.2, 0.1, 0.0], [0.0, 0.6, 1.9], [0.2, 1.1, -1.0], [0.0, -0.1, 0.6], [0.6, -2.4, 0.0], [-0.2, 0.7, -0.8], [-0.1, 0.1, 0.4], [-0.3, 0.4, -0.2], [0.1, -0.2, -0.2], [0.1, 0.4, -0.3], [0.1, -0.3, -0.1], [-1.6, 2.1, -0.4], [1.4, 0.0, 0.2], [-1.1, -1.3, 0.1], [-0.6, 0.3, -0.3], [0.9, -1.7, 0.9], [0.3, -0.3, -0.5], [0.0, 0.2, 0.0], [0.3, 0.1, 0.2], [0.0, 0.2, -0.3], [0.6, 0.5, 0.1], [-0.6, -0.4, -0.6], [0.6, 1.0, 0.6], [1.1, -0.6, 0.1], [-1.9, 0.4, -0.7], [0.1, -0.2, 0.2], [0.3, 0.1, -0.1], [0.1, 0.0, 0.2], [0.0, -0.2, -0.2], [-0.2, 0.0, 0.2], [0.1, -0.2, 0.2], [-1.2, 1.3, -0.2], [1.0, -1.3, -1.5], [-1.7, 1.3, 1.5], [1.3, 0.3, 0.6], [-0.2, -0.9, 0.5], [0.2, 0.1, 0.2], [-0.1, -0.2, -0.1], [0.0, 0.1, -0.1], [0.2, -0.2, -0.2], [0.5, -0.5, -0.6], [1.2, 1.0, 1.8], [1.8, -0.1, -0.9], [-0.3, -0.1, -0.3], [0.2, -1.1, -1.6], [-1.5, -0.5, -0.5], [-0.5, -0.1, 0.4], [0.0, 0.3, 0.2], [-0.4, 0.0, 0.1], [-0.6, 0.0, 0.7], [0.2, 0.5, 0.1]]
}